The following is a quantum chemistry calculation of a 2-piece molecular cluster, C33H44N5 overall in a non-equilibrium geometry, from the Open Molecules 2025 dataset.

## Properties
2S+1   1
HOMO   -10.036 eV
Energy above the lowest of the compared OMol25 structures with the same formula, charge and spin   289.4 kJ/mol
Lowest unoccupied orbital energy   -4.815 eV
Charge   +1

```
82
C33H44N5, DFT wB97M-V/def2-TZVPD
C 2.868 -2.348 0.613
C 4.403 -2.346 0.607
N 4.900 -0.942 0.616
C 4.401 -0.236 -0.589
C 2.865 -0.233 -0.595
N 2.368 -0.945 0.601
C 2.864 -0.238 1.806
C 4.400 -0.231 1.811
H 2.458 -2.872 -0.256
H 2.462 -2.860 1.490
H 4.815 -2.867 1.476
H 4.811 -2.859 -0.269
H 4.812 0.778 -0.600
H 4.807 -0.734 -1.475
H 2.454 0.781 -0.602
H 2.461 -0.726 -1.485
H 2.451 0.775 1.817
H 2.459 -0.736 2.692
H 4.804 -0.723 2.701
H 4.808 0.784 1.819
C -2.389 -3.832 6.456
N -1.239 -3.970 5.559
C -0.055 -4.639 6.108
C -1.169 -3.241 4.336
C -0.832 -3.880 3.133
C -0.761 -3.177 1.958
C -0.997 -1.792 1.923
C -0.908 -1.077 0.685
C -1.227 0.243 0.534
C -1.223 0.953 -0.690
C -1.465 2.403 -0.681
C -0.788 3.239 0.222
C -1.006 4.590 0.225
C -1.930 5.173 -0.655
N -2.149 6.591 -0.654
C -1.380 7.476 -1.536
C -3.188 7.200 0.183
C -2.618 4.341 -1.550
C -2.384 2.992 -1.571
C -0.976 0.284 -1.975
C -1.688 -0.863 -2.365
C -1.434 -1.473 -3.564
C -0.448 -0.975 -4.430
N -0.176 -1.616 -5.683
C -0.940 -1.265 -6.884
C 0.816 -2.691 -5.779
C 0.252 0.180 -4.055
C -0.014 0.798 -2.864
C -1.334 -1.158 3.132
C -1.425 -1.862 4.304
H -3.179 -3.278 5.950
H -2.776 -4.816 6.720
H -2.114 -3.303 7.368
H 0.771 -4.555 5.403
H 0.246 -4.170 7.046
H -0.257 -5.693 6.292
H -0.664 -4.944 3.148
H -0.546 -3.690 1.038
H -0.567 -1.620 -0.178
H -1.536 0.795 1.402
H -0.063 2.800 0.884
H -0.464 5.230 0.898
H -0.666 6.883 -2.106
H -2.039 7.993 -2.234
H -0.831 8.216 -0.954
H -3.682 6.421 0.762
H -2.751 7.923 0.872
H -3.932 7.704 -0.433
H -3.349 4.781 -2.205
H -2.940 2.353 -2.236
H -2.467 -1.232 -1.722
H -1.989 -2.344 -3.868
H -1.649 -0.476 -6.636
H -0.276 -0.903 -7.668
H -1.495 -2.127 -7.255
H 1.267 -2.848 -4.799
H 0.348 -3.621 -6.100
H 1.602 -2.425 -6.484
H 1.020 0.554 -4.712
H 0.540 1.673 -2.572
H -1.510 -0.099 3.145
H -1.642 -1.359 5.231
```

The following is a quantum chemistry calculation of a 8-piece molecular cluster, C33H45BF8N2O27 overall in a non-equilibrium geometry, from the Open Molecules 2025 dataset.

## Properties
2S+1   1
HOMO   -8.528 eV
Lowest unoccupied orbital energy   0.283 eV
Charge   0

```
116
C33H45BF8N2O27, DFT wB97M-V/def2-TZVPD
C 2.202 -2.319 5.439
C 1.494 -1.087 4.828
C 1.752 -0.895 3.326
C 1.133 -2.144 2.603
C 0.538 -2.010 1.218
O -0.365 -2.750 0.867
O 1.047 -1.110 0.370
O 1.231 0.337 2.870
C -0.120 0.616 3.208
B -0.648 1.798 2.280
C 0.259 2.347 1.116
O -1.911 2.312 2.509
C 3.296 -0.795 3.067
O 3.808 0.032 4.104
N 3.574 -0.234 1.740
C 4.310 -1.145 0.874
N 3.723 -2.488 0.861
C 4.746 -3.511 0.589
C 4.172 1.086 1.797
C 4.396 1.656 0.403
O 5.391 1.494 -0.232
F 3.398 2.407 -0.083
H 2.989 -2.727 4.810
H 2.583 -2.098 6.434
H 1.474 -3.124 5.572
H 0.424 -1.226 4.995
H 1.759 -0.178 5.364
H 0.324 -2.528 3.221
H 1.887 -2.929 2.572
H 0.474 -1.140 -0.417
H -0.241 0.903 4.260
H -0.778 -0.242 3.002
H -0.182 3.218 0.628
H 1.225 2.635 1.538
H 0.451 1.540 0.409
H -2.329 2.451 1.650
H 3.762 -1.774 3.162
H 4.705 -0.235 4.333
H 5.365 -1.211 1.184
H 4.314 -0.763 -0.151
H 3.071 -2.541 0.089
H 5.499 -3.154 -0.129
H 5.266 -3.797 1.502
H 4.282 -4.390 0.142
H 5.157 1.113 2.274
H 3.496 1.757 2.325
O 0.082 0.886 -1.880
C -0.613 0.120 -2.456
O -1.169 -0.967 -1.888
C -2.047 -1.580 -2.839
C -1.488 -1.067 -4.147
F -2.453 -0.887 -5.077
O -0.957 0.205 -3.769
H -3.067 -1.228 -2.683
H -2.017 -2.659 -2.726
H -0.692 -1.676 -4.577
O -0.533 -3.701 -6.838
C -1.599 -3.774 -7.349
O -2.746 -3.303 -6.806
C -3.790 -3.435 -7.774
C -3.251 -4.529 -8.667
F -3.623 -4.368 -9.959
O -1.849 -4.352 -8.557
H -3.901 -2.497 -8.321
H -4.730 -3.689 -7.292
H -3.509 -5.541 -8.349
O -3.206 6.360 -4.264
C -2.807 5.308 -3.897
O -1.533 4.872 -4.003
C -1.430 3.624 -3.304
C -2.856 3.133 -3.332
F -3.175 2.405 -2.230
O -3.591 4.345 -3.316
H -1.085 3.802 -2.286
H -0.740 2.951 -3.807
H -3.124 2.555 -4.219
O 6.849 -0.236 3.798
C 7.499 -1.189 3.522
O 8.828 -1.301 3.724
C 9.222 -2.639 3.399
C 8.111 -3.075 2.470
F 7.831 -4.395 2.590
O 7.008 -2.319 2.942
H 9.237 -3.244 4.306
H 10.204 -2.648 2.936
H 8.278 -2.842 1.417
O -3.324 -4.299 -1.721
C -2.696 -4.676 -0.786
O -1.419 -5.115 -0.836
C -0.951 -5.270 0.513
C -2.247 -5.448 1.272
F -2.190 -4.930 2.518
O -3.159 -4.696 0.490
H -0.435 -4.362 0.829
H -0.284 -6.125 0.588
H -2.598 -6.480 1.335
O -7.734 7.229 0.007
C -7.287 6.235 -0.457
O -5.980 5.883 -0.422
C -5.862 4.548 -0.931
C -7.107 4.422 -1.772
F -7.603 3.159 -1.773
O -8.017 5.281 -1.105
H -5.868 3.845 -0.095
H -4.947 4.421 -1.497
H -6.989 4.756 -2.804
O -2.820 4.517 -0.182
C -2.934 5.215 0.774
O -3.351 4.775 1.976
C -3.221 5.845 2.915
C -3.248 7.056 2.006
F -2.471 8.062 2.471
O -2.684 6.547 0.805
H -2.265 5.758 3.435
H -4.032 5.823 3.637
H -4.245 7.444 1.794
```

no.,orbital gap (eV)
1,5.2209
2,8.8112